Here is a molecular structure, C12H32MnN3O13S2 from the Open Molecules 2025 dataset. Energies are from the ωB97M-V functional and the def2-TZVPD basis.

Element x y z (Å)
Mn1 -0.31507 -1.55525 -0.30663
N1 -2.16202 -4.19076 -1.22306
O1 -1.17068 -3.74698 -0.71396
O2 -2.68776 -3.58355 -2.16816
O3 -2.54875 -5.27228 -0.86447
N2 1.89149 -1.98412 2.14456
O4 2.35449 -2.83913 2.82412
O5 2.27114 -0.83577 2.37571
O6 1.08946 -2.20438 1.15074
O7 -1.40179 -0.98345 -1.90953
H1 -1.06408 -0.11523 -2.20396
C1 -1.48707 -2.68620 2.99380
C2 -1.51301 -1.18956 2.65164
N3 -1.95994 -1.01175 1.25426
C3 -3.27095 -1.61839 0.95505
C4 -4.40065 -1.33363 2.06184
C5 -2.13186 0.52370 1.23413
C6 -2.88801 1.16441 0.07327
H2 -0.98316 -3.22981 2.19463
H3 -2.47652 -3.14110 2.94731
H4 -1.06019 -2.89718 3.97429
H5 -2.09871 -0.65931 3.40256
H6 -0.45452 -0.98640 2.81411
H7 -3.16934 -2.70051 0.87272
H8 -3.60505 -1.26030 -0.01873
H9 -4.07799 -1.56932 3.07596
H10 -5.28055 -1.93922 1.84469
H11 -4.66567 -0.27755 2.01133
H12 -2.76884 0.81271 2.07010
H13 -1.37234 1.18721 1.64763
H14 -2.64581 1.06809 -0.98510
H15 -3.95923 1.04697 0.23701
H16 -2.89195 2.25400 0.04379
O8 3.36216 -2.60440 -2.92367
S1 2.46946 -1.58329 -2.43487
O9 1.26578 -1.89632 -1.69754
O10 3.35889 -0.47470 -1.47829
C7 4.70038 -0.17168 -1.78974
C8 4.87588 1.35125 -2.19346
C9 1.90662 -0.39885 -3.76302
H17 5.12140 -0.70933 -2.63931
H18 5.26628 -0.40209 -0.88708
H19 4.46405 1.53440 -3.18591
H20 5.88658 1.74359 -2.08104
H21 4.14104 1.96451 -1.67190
H22 2.82101 0.09343 -4.09412
H23 1.30038 0.34932 -3.25231
H24 1.49606 -1.05296 -4.53223
O11 0.50198 0.40166 -0.09140
S2 1.03539 1.76543 -0.22280
O12 1.51850 2.27992 -1.54735
O13 -0.14889 2.72110 0.42971
C10 0.10080 4.13343 0.43864
C11 -0.79786 4.78993 -0.59181
C12 2.33576 1.98835 1.10951
H25 1.10551 4.43862 0.14620
H26 -0.02876 4.54808 1.43833
H27 -1.86798 4.64615 -0.44257
H28 -0.52136 4.44535 -1.58826
H29 -0.53452 5.83904 -0.72637
H30 1.97564 1.84178 2.12780
H31 2.76453 2.96476 0.88394
H32 3.03023 1.20761 0.79928

Atoms 1-3, force components in eV/Å:
Mn -1.84 -1.32 -0.55
N -1.83 0.16 -3.24
O 4.32 2.64 2.82

## Properties
2S+1: 6
<S²>: 8.753
HOMO-LUMO gap (spin up / spin down) (Eh): 0.220 / 0.229
HOMO level (spin up / spin down) (eV): -4.194 / -4.456
Total charge: -1

Atomic partial charges in e from the natural (NBO) method, atoms 1 to 6: atom 1 (Mn): 1.531, atom 2 (N): 0.738, atom 3 (O): -0.600, atom 4 (O): -0.526, atom 5 (O): -0.529, atom 6 (N): 0.744